Entry 1:
The following is a DFT calculation (ωB97M-V with the def2-TZVPD basis set) of a structure of composition C50H112AsF6N2P2 at a distorted geometry.

Computed properties:
DFT total energy (Eh): -5598.8918
Charge: +3
Highest occupied orbital energy (eV): -16.5
Max |F| (eV Å⁻¹): 2.13
Gap between HOMO and LUMO (hartree): 0.41085

The geometry in XYZ format:
```
173
Properties=species:S:1:pos:R:3:mulliken_charge:R:1
C 1.910 -7.542 -3.950 -1.104
C 0.638 -8.098 -4.574 -0.716
C -0.622 -7.361 -4.112 -0.580
C -0.928 -7.607 -2.619 -0.917
P -2.070 -6.452 -1.854 0.817
C -1.450 -4.772 -1.649 -1.027
C -0.651 -4.131 -2.793 -0.586
C -0.133 -2.728 -2.467 -0.513
C 0.816 -2.655 -1.282 -0.861
C -2.488 -7.051 -0.201 -0.828
C -3.084 -8.448 -0.214 -0.789
C -3.621 -8.889 1.141 -0.398
C -3.555 -10.411 1.300 -1.419
C -3.565 -6.359 -2.886 -1.141
C -4.826 -5.990 -2.116 -0.588
C -5.847 -5.285 -3.015 -0.786
C -6.206 -6.088 -4.263 -1.176
H 1.967 -7.705 -2.868 0.283
H 2.013 -6.471 -4.138 0.247
H 2.788 -8.064 -4.330 0.390
H 0.574 -9.172 -4.402 0.342
H 0.672 -7.902 -5.648 0.374
H -1.465 -7.741 -4.691 0.363
H -0.483 -6.297 -4.300 0.304
H -0.019 -7.602 -2.006 0.315
H -1.350 -8.606 -2.492 0.548
H -0.793 -4.844 -0.765 0.607
H -2.236 -4.133 -1.231 0.637
H -1.298 -4.075 -3.671 0.433
H 0.206 -4.776 -2.990 0.112
H -0.935 -1.993 -2.386 -0.027
H 0.430 -2.445 -3.362 0.430
H 1.609 -3.407 -1.303 0.410
H 0.276 -2.713 -0.330 0.320
H 1.320 -1.685 -1.248 0.180
H -3.220 -6.339 0.186 0.521
H -1.576 -7.050 0.400 0.654
H -2.329 -9.156 -0.574 0.250
H -3.848 -8.528 -0.997 0.389
H -4.662 -8.585 1.248 0.348
H -2.995 -8.456 1.925 0.333
H -4.065 -10.922 0.480 0.332
H -4.032 -10.732 2.225 0.415
H -2.526 -10.773 1.313 0.355
H -3.688 -7.364 -3.295 0.735
H -3.326 -5.649 -3.679 0.658
H -4.674 -5.347 -1.243 0.349
H -5.321 -6.880 -1.718 0.325
H -5.452 -4.316 -3.352 0.298
H -6.742 -4.990 -2.466 0.436
H -7.074 -5.683 -4.782 0.377
H -6.455 -7.127 -4.020 0.310
H -5.399 -6.144 -4.996 0.292
C 1.709 6.021 2.338 -1.245
C 0.216 6.166 2.084 -0.222
C -0.601 4.943 2.568 -0.454
C -0.401 3.762 1.629 0.584
P -1.321 2.272 2.085 0.510
C -0.150 1.353 3.142 -1.089
C 0.535 2.127 4.259 -0.263
C 1.466 1.201 5.040 0.089
C 2.191 1.930 6.169 -1.463
C -2.786 2.586 3.086 -1.146
C -3.669 1.332 3.203 -0.665
C -4.612 1.409 4.379 -0.586
C -5.258 0.073 4.708 -1.365
C -1.539 1.117 0.713 -0.939
C -2.593 1.476 -0.324 -0.266
C -2.577 0.498 -1.491 -0.103
C -3.469 0.896 -2.663 -1.527
H 2.167 5.247 1.715 0.184
H 1.900 5.774 3.384 0.342
H 2.251 6.938 2.106 0.467
H -0.010 6.321 1.026 -0.408
H -0.170 7.030 2.631 0.556
H -1.641 5.247 2.700 0.520
H -0.218 4.734 3.569 0.106
H 0.670 3.576 1.539 0.003
H -0.733 3.916 0.592 -0.078
H 0.631 1.083 2.420 0.252
H -0.648 0.438 3.473 0.896
H -0.185 2.563 4.954 0.283
H 1.164 2.902 3.820 0.142
H 2.233 0.754 4.397 -0.426
H 0.893 0.355 5.434 0.507
H 2.953 1.272 6.592 0.352
H 1.512 2.187 6.981 0.374
H 2.695 2.817 5.785 0.363
H -3.361 3.413 2.664 0.719
H -2.467 2.882 4.086 0.563
H -3.072 0.412 3.287 0.441
H -4.207 1.142 2.271 0.348
H -5.420 2.126 4.184 0.352
H -4.177 1.840 5.286 0.370
H -4.517 -0.635 5.094 0.325
H -5.708 -0.417 3.843 0.312
H -6.009 0.199 5.486 0.414
H -1.714 0.150 1.196 0.862
H -0.526 1.043 0.296 0.088
H -2.361 2.462 -0.752 -0.058
H -3.558 1.605 0.170 0.449
H -2.870 -0.488 -1.105 0.290
H -1.547 0.401 -1.845 0.137
H -3.247 0.289 -3.536 0.405
H -3.271 1.941 -2.920 0.304
H -4.525 0.852 -2.398 0.374
C 3.563 -1.985 6.587 -1.137
C 4.263 -2.736 5.471 -0.727
C 4.622 -1.842 4.285 0.455
C 4.946 -2.614 3.035 -0.941
N 5.298 -1.764 1.842 0.484
C 5.760 -2.663 0.724 -0.584
C 6.610 -1.815 -0.199 -0.708
C 7.216 -0.729 0.733 -0.730
C 6.498 -0.871 2.079 -0.655
C 4.149 -0.948 1.374 -1.489
H 4.219 -1.282 7.100 0.324
H 3.260 -2.699 7.359 0.448
H 2.635 -1.496 6.289 0.163
H 3.700 -3.618 5.145 0.443
H 5.178 -3.193 5.863 0.351
H 5.429 -1.156 4.562 0.379
H 3.810 -1.134 4.082 -0.365
H 4.095 -3.207 2.695 0.424
H 5.796 -3.284 3.163 0.399
H 4.896 -3.139 0.265 0.438
H 6.376 -3.432 1.188 0.499
H 6.080 -1.312 -1.002 0.315
H 7.400 -2.445 -0.600 0.391
H 6.971 0.270 0.378 0.314
H 8.294 -0.807 0.824 0.383
H 6.086 0.075 2.434 0.420
H 7.056 -1.245 2.937 0.487
H 3.355 -1.544 0.928 0.278
H 4.510 -0.372 0.520 0.447
H 3.823 -0.324 2.193 0.462
C -0.404 11.485 -5.172 -1.171
C 0.748 10.491 -5.197 -0.676
C 1.117 9.918 -3.833 -0.451
C -0.036 9.081 -3.312 -0.976
N 0.266 8.221 -2.095 0.371
C -0.937 7.423 -1.683 -0.445
C -0.930 6.163 -2.552 0.080
C 0.467 6.112 -3.197 -0.782
C 1.267 7.130 -2.428 -0.695
C 0.790 9.065 -0.988 -0.893
H -0.238 12.258 -5.922 0.355
H -0.503 12.014 -4.221 0.310
H -1.365 11.029 -5.410 0.312
H 1.653 10.891 -5.657 0.404
H 0.507 9.654 -5.863 0.374
H 1.254 10.735 -3.118 0.377
H 2.047 9.352 -3.862 0.298
H -0.412 8.380 -4.058 0.466
H -0.884 9.694 -3.000 0.383
H -0.852 7.187 -0.628 0.123
H -1.790 8.088 -1.816 0.333
H -1.108 5.284 -1.933 -0.247
H -1.719 6.171 -3.301 0.347
H 0.936 5.132 -3.154 0.447
H 0.393 6.401 -4.246 0.382
H 1.558 6.750 -1.444 0.474
H 2.164 7.534 -2.883 0.424
H 1.714 9.560 -1.267 0.371
H 0.948 8.433 -0.120 0.272
H 0.057 9.854 -0.814 0.410
As 2.476 2.261 -1.070 2.037
F 2.816 2.473 -2.721 -0.493
F 4.144 2.367 -0.700 -0.514
F 2.106 2.110 0.643 -0.452
F 0.790 2.116 -1.519 -0.452
F 2.583 0.520 -1.081 -0.553
F 2.224 3.979 -0.925 -0.535
```

=====

Entry 2:
The following is a DFT calculation (ωB97M-V with the def2-TZVPD basis set) of a structure of composition C19H38BeClCsFLiN3O6 at a distorted geometry.

Computed properties:
DFT total energy (Eh): -1964.2918
⟨S²⟩: 0.7531
Highest occupied orbital energy (spin up / spin down) (eV): -6.7 / -6.7
Max |F| (eV Å⁻¹): 11.97
Gap between HOMO and LUMO (spin up / spin down) (hartree): 0.07471 / 0.07446
Multiplicity: 2

The geometry in XYZ format:
```
71
Properties=species:S:1:pos:R:3:mulliken_spin:R:1
C -0.704 -2.830 0.190 -0.002
C -0.052 -1.954 -1.033 0.001
C -1.320 -1.217 -1.712 0.002
C 0.968 -0.926 -0.305 0.001
C 2.014 -0.221 -1.299 0.002
C 3.101 0.535 -0.401 0.000
C 4.437 -0.267 -0.074 0.000
C 4.273 -1.519 0.908 0.000
N 3.668 -1.181 2.233 0.000
C 1.185 0.966 -2.046 -0.002
O 1.508 1.418 -3.186 0.000
O 0.102 1.591 -1.415 0.000
C 2.578 -1.265 -2.360 0.000
C 1.520 -2.326 -2.936 0.000
C 2.431 -3.561 -3.499 0.000
C 0.735 -1.795 -4.262 0.000
N 0.625 -2.939 -1.919 -0.001
O 1.328 -3.713 -1.089 -0.001
H 0.046 -2.938 1.039 -0.002
H -1.094 -3.838 -0.168 0.008
H -1.617 -2.246 0.543 0.012
H -2.011 -2.030 -2.156 0.000
H -1.943 -0.680 -0.925 -0.001
H -1.035 -0.546 -2.589 0.000
H 0.404 -0.198 0.377 -0.001
H 1.587 -1.587 0.415 0.001
H 2.571 0.837 0.576 0.000
H 3.395 1.515 -0.907 0.000
H 4.932 -0.616 -1.054 0.000
H 5.179 0.460 0.404 0.000
H 5.290 -2.012 1.120 0.000
H 3.629 -2.354 0.442 0.000
H 4.305 -0.541 2.741 0.000
H 2.776 -0.704 2.049 0.000
H 3.486 -1.867 -2.034 0.000
H 2.922 -0.647 -3.274 0.000
H 2.958 -3.229 -4.460 0.000
H 3.258 -3.858 -2.764 0.000
H 1.809 -4.509 -3.683 0.000
H 0.887 -0.685 -4.450 0.000
H 1.123 -2.338 -5.197 0.000
H -0.360 -2.096 -4.136 0.000
C -0.550 4.147 -0.285 0.000
C 0.247 5.060 0.608 0.000
O 1.158 4.636 1.291 0.000
C -0.129 6.517 0.621 0.000
H -0.170 3.126 -0.193 0.000
H -1.600 4.156 0.015 0.000
H -0.451 4.465 -1.327 0.000
H -1.161 6.631 0.963 0.000
H -0.011 6.941 -0.379 0.000
H 0.528 7.054 1.308 0.000
C -3.619 -1.070 4.343 0.001
C -3.204 -0.677 2.948 0.027
O -2.713 -1.485 2.157 0.146
N -3.382 0.602 2.566 0.010
C -3.939 1.708 3.333 0.005
H -3.413 -2.129 4.499 0.000
H -3.052 -0.496 5.078 0.000
H -4.688 -0.906 4.478 -0.002
H -3.077 0.779 1.618 -0.004
H -4.814 2.091 2.794 0.002
H -3.183 2.499 3.395 -0.001
H -4.234 1.405 4.341 0.000
Be 1.243 -5.706 -1.759 0.000
Cl -2.621 -3.533 1.841 0.797
F -2.606 3.984 2.276 0.000
Li -5.616 -0.071 3.521 0.000
O -6.793 2.066 1.945 0.000
H -6.223 2.426 1.267 0.000
Cs -2.819 3.692 -0.967 0.000
```

=====

Entry 3:
The following is a DFT calculation (ωB97M-V with the def2-TZVPD basis set) of a structure of composition C6H9NO at a distorted geometry.

Computed properties:
DFT total energy (Eh): -363.7917
Highest occupied orbital energy (eV): -8.7
Max |F| (eV Å⁻¹): 4.96
Gap between HOMO and LUMO (hartree): 0.35688
ΔE to the lowest compared entry with this formula, charge and spin (kcal/mol): 145.9

The geometry in XYZ format:
```
17
Properties=species:S:1:pos:R:3:mulliken_charge:R:1
C -1.938 -0.676 0.274 -0.489
C -0.482 0.788 0.126 -0.216
C 1.058 0.950 -0.192 -0.138
C 1.600 0.041 0.961 -0.766
C 0.948 -0.938 0.073 -0.124
C -0.530 -0.742 -0.070 -0.072
H -2.394 -0.740 1.284 0.314
H -2.485 -1.309 -0.447 0.213
H -2.515 1.377 0.226 0.290
H -0.434 1.210 1.257 0.192
H 1.421 1.899 -0.686 0.437
H 1.341 0.213 2.049 0.275
H 2.662 0.121 0.884 0.279
H 1.299 -1.899 0.121 0.641
H -0.629 -0.826 -1.113 0.221
N -1.839 0.720 -0.322 -0.596
O 1.333 -0.203 -1.044 -0.462
```